Formula: C92H177N13O8
Source: the OMol25 dataset
Level of theory: ωB97M-V/def2-TZVPD

CARTESIAN COORDINATES (ANGSTROEM)
C 21.4649 10.7068 21.6998
C 22.0271 11.6229 22.7917
C 22.3217 10.8215 24.0346
C 23.2445 11.5690 25.0028
C 24.5388 12.0695 24.3360
C 24.3427 12.8202 23.0610
N 23.3301 12.0492 22.1972
O 23.2076 12.7481 21.0041
C 23.8701 14.2533 23.3942
C 25.6983 12.9468 22.3340
C 20.9988 12.7607 23.1176
H 21.4166 11.3547 20.7962
H 20.4436 10.3257 21.9919
H 22.0829 9.8064 21.3886
H 21.3281 10.5689 24.4638
H 22.7779 9.9170 23.7053
H 23.4513 11.0790 25.8954
H 22.6477 12.4635 25.3845
H 25.1456 11.1515 24.0520
H 25.2304 12.6598 24.9818
H 24.6942 14.8823 23.5926
H 23.3748 14.7681 22.5930
H 23.1931 14.2832 24.2342
H 25.9537 11.9887 21.8225
H 25.5995 13.6269 21.5030
H 26.4020 13.1875 23.1245
H 21.2214 13.2633 24.0463
H 20.1140 12.1559 23.2749
H 20.8135 13.5390 22.3790
H 22.7146 13.5873 21.1366
C 26.2882 20.4906 22.1542
C 26.7164 19.0625 21.7745
C 27.8094 19.1744 20.7315
C 28.7391 17.9452 20.6081
C 29.3469 17.7349 21.9845
C 28.2583 17.3716 23.0462
N 27.3171 18.5264 23.0376
O 26.2404 18.1157 23.8860
C 27.5952 16.0639 22.7593
C 28.9247 17.3559 24.3950
C 25.5274 18.3360 21.1829
H 25.5107 20.4737 22.9013
H 25.9956 21.0189 21.2469
H 27.0764 21.1209 22.5975
H 27.2826 19.4752 19.8104
H 28.4997 19.9782 21.0510
H 29.4831 18.2146 19.9247
H 28.1872 17.0384 20.2416
H 29.8307 18.7137 22.2971
H 30.0341 16.9577 21.9888
H 26.7760 15.8674 23.4531
H 27.2271 16.0224 21.7437
H 28.3031 15.2120 22.8757
H 29.7850 16.6907 24.4605
H 29.2405 18.3374 24.7145
H 28.2012 17.0332 25.1732
H 25.8296 17.2730 21.0823
H 25.3215 18.8463 20.2338
H 24.5856 18.3101 21.7323
H 26.2684 18.7563 24.6235
C 22.9328 24.7511 15.7020
C 24.1809 24.8571 16.5271
C 24.0158 25.8942 17.6507
C 23.0684 25.3523 18.7433
C 23.6528 24.0601 19.3461
C 23.8893 22.9680 18.2698
N 24.5713 23.5683 17.0658
O 24.5401 22.6399 16.0183
C 24.8763 21.9262 18.7105
C 22.5643 22.2705 17.8836
C 25.3284 25.3468 15.6227
H 23.0309 24.2100 14.7599
H 22.4838 25.7600 15.3736
H 22.1073 24.2818 16.1366
H 24.9631 26.1262 18.0254
H 23.5952 26.7910 17.2335
H 22.0572 25.2328 18.3219
H 22.9956 26.1293 19.5586
H 22.9972 23.6203 20.1247
H 24.5390 24.2977 19.9969
H 25.7429 22.4609 19.0948
H 24.5721 21.1882 19.4659
H 25.2270 21.3813 17.8594
H 21.9291 22.9314 17.3653
H 22.8095 21.5473 17.1438
H 22.1267 21.9505 18.8015
H 25.5965 24.8082 14.7299
H 26.2528 25.4372 16.1925
H 25.1263 26.3695 15.2524
H 25.4437 22.4046 15.8177
C 15.0796 18.3895 25.6029
C 15.4420 17.8487 24.2579
C 14.5393 16.6791 23.9995
C 14.6790 16.2261 22.5244
C 14.2765 17.3521 21.5874
C 15.0773 18.5897 21.7701
N 15.0079 18.8986 23.2239
O 15.6866 20.1116 23.4479
C 16.4752 18.5291 21.2684
C 14.3448 19.6611 20.9759
C 16.9510 17.5767 24.3497
H 15.2553 17.5630 26.3667
H 13.9626 18.6899 25.7751
H 15.6340 19.3337 25.7847
H 14.7739 15.7291 24.6017
H 13.5108 16.9014 24.1649
H 14.0510 15.3644 22.3321
H 15.6599 15.9052 22.3411
H 13.1824 17.6509 21.8097
H 14.2708 17.0146 20.5817
H 16.9740 19.5214 21.4966
H 17.0255 17.6355 21.5418
H 16.4603 18.5678 20.1974
H 13.3749 19.8491 21.3716
H 14.9605 20.5247 20.9564
H 14.1963 19.3902 19.9690
H 17.4003 16.7673 23.7134
H 17.1371 17.1165 25.3050
H 17.4456 18.4914 24.2315
H 15.0274 20.6200 23.8889
C 24.8456 12.6723 16.4142
C 25.4247 14.0959 16.4468
C 24.6318 15.0600 17.4376
C 25.0078 14.9218 18.9590
C 26.5019 15.0227 18.9769
C 27.1772 13.9175 18.1958
N 26.8764 14.1824 16.7311
O 27.4705 13.1841 15.9129
C 28.7629 14.1235 18.2809
C 26.9269 12.4670 18.7956
C 25.2416 14.6906 15.0479
H 23.7503 12.7659 16.5794
H 25.3806 12.0940 17.1767
H 24.9164 12.1220 15.4323
H 24.8299 16.0792 17.1307
H 23.5631 14.8778 17.3450
H 24.6994 13.9863 19.4863
H 24.5803 15.7939 19.4894
H 26.8578 15.1693 20.0441
H 26.7244 15.9338 18.4761
H 29.1721 13.1653 18.0039
H 29.1814 14.8619 17.6500
H 29.0344 14.3243 19.3353
H 27.4160 11.6528 18.2038
H 27.3793 12.4586 19.8166
H 25.8710 12.2670 18.8996
H 25.9340 14.2780 14.3607
H 25.5381 15.7203 15.1225
H 24.2337 14.5294 14.6761
H 27.3223 12.3159 16.2537
C 12.0774 13.9231 17.8677
C 13.5450 14.3233 17.9888
C 14.0688 13.9563 19.4101
C 15.5985 13.8500 19.4375
C 16.1588 12.9447 18.3316
C 15.7212 13.3196 16.9172
N 14.2181 13.4714 16.9647
O 13.6530 13.6713 15.7389
C 16.5206 14.5873 16.3869
C 16.0463 12.1159 15.9690
C 13.7147 15.7975 17.7800
H 11.5390 14.4287 17.0536
H 11.4956 14.1830 18.8063
H 12.0499 12.8698 17.9435
H 13.7626 14.7504 20.0684
H 13.6466 12.9850 19.7635
H 15.9265 13.4697 20.4202
H 15.9875 14.8525 19.2677
H 15.9640 11.9726 18.6700
H 17.2444 12.9124 18.4735
H 17.5969 14.3724 16.2461
H 16.1531 14.9167 15.3743
H 16.4642 15.4754 16.9897
H 15.6408 12.2755 14.9874
H 17.1837 11.8409 15.9672
H 15.5443 11.1866 16.3514
H 12.8845 16.3061 18.2627
H 13.6548 16.1001 16.6727
H 14.6531 16.2438 18.2059
H 13.9673 14.5157 15.4541
C 18.8426 19.7424 10.2791
C 18.0760 20.5859 11.2630
C 16.8273 19.8267 11.7901
C 17.0703 18.8620 12.9695
C 17.9451 19.5455 14.0442
C 19.2219 20.2387 13.5573
N 18.8992 21.0940 12.4300
O 19.8824 21.9490 12.0247
C 19.6696 21.1402 14.6600
C 20.2317 19.1320 13.2060
C 17.6265 21.7928 10.4497
H 19.5943 20.3605 9.8477
H 18.2330 19.2830 9.4272
H 19.2935 18.8642 10.6986
H 16.0466 20.5289 12.1504
H 16.4468 19.2817 10.8761
H 17.5186 17.9455 12.6158
H 16.0792 18.7003 13.4235
H 18.2127 18.7026 14.7417
H 17.1862 20.1684 14.5613
H 20.7290 21.4408 14.5499
H 19.0347 22.0183 14.7253
H 19.6138 20.7065 15.6657
H 19.6693 18.3156 12.7411
H 21.0397 19.4240 12.4637
H 20.7590 18.6890 14.0536
H 17.0557 22.4898 11.0671
H 16.9538 21.4689 9.7053
H 18.4422 22.3673 10.0530
H 20.5808 21.4534 11.5788
C 19.6949 18.6215 18.5883
C 20.9677 17.7745 18.2724
C 22.1218 18.0779 19.3030
C 21.8573 17.3407 20.6176
C 21.6238 15.8738 20.4742
C 20.5453 15.4912 19.3548
N 20.7808 16.3120 18.1946
O 19.6787 16.1156 17.2410
C 20.7027 13.9957 18.9816
C 19.1358 15.6095 19.9909
C 21.4243 18.2218 16.9301
H 19.9771 19.6743 18.6946
H 19.2445 18.2964 19.5794
H 18.8299 18.4176 17.8536
H 23.1573 17.8367 18.9884
H 22.2034 19.1396 19.5765
H 21.0294 17.8234 21.0189
H 22.6769 17.5063 21.3443
H 21.4615 15.3772 21.4704
H 22.5642 15.4182 20.0687
H 20.7112 13.3481 19.8819
H 20.1044 13.6023 18.1706
H 21.7263 13.9545 18.6409
H 18.9108 14.8203 20.7652
H 18.8922 16.6454 20.3536
H 18.4956 15.3817 19.1837
H 21.7308 19.2372 16.9866
H 20.5880 18.1541 16.1856
H 22.2072 17.5817 16.4847
H 20.0993 15.9467 16.4020
N 20.4683 19.9782 22.7508
C 21.2658 21.0303 22.3317
C 20.5008 22.0542 21.9491
C 19.1543 21.6460 22.1606
C 19.1488 20.3458 22.5861
H 20.7115 19.1300 23.2372
H 22.3768 20.9337 22.3298
H 20.8261 23.0294 21.5998
H 18.3129 22.3237 22.0280
H 18.2966 19.7927 22.8853
N 21.0251 13.3007 14.4131
C 20.1125 13.3635 13.4041
C 20.1116 14.6928 12.9544
C 21.0582 15.4084 13.7919
C 21.5248 14.5249 14.7094
H 21.2846 12.4307 14.9408
H 19.6481 12.4537 13.1294
H 19.7024 15.2287 12.1285
H 21.2583 16.4398 13.6261
H 22.2378 14.5335 15.4980
N 21.6526 18.9804 25.6423
C 22.8119 18.8311 24.8380
C 22.7201 17.6179 24.2511
C 21.5411 16.9686 24.7916
C 20.8657 17.9039 25.4947
H 21.3003 19.9170 25.8645
H 23.5256 19.5948 24.7494
H 23.4485 17.0922 23.6669
H 21.3750 15.9440 24.6210
H 19.8952 17.9953 25.9115
N 16.4918 11.4011 21.8630
C 15.3503 11.6940 22.5975
C 15.7306 12.6316 23.5481
C 17.1249 12.9459 23.3183
C 17.5243 12.1561 22.2801
H 16.4846 10.8939 21.0067
H 14.4385 11.1280 22.6368
H 15.0833 13.0082 24.3327
H 17.7582 13.6467 23.9286
H 18.4696 12.0462 21.7326
N 22.4350 9.5181 16.2045
C 21.5517 8.9176 15.3969
C 20.3154 9.4068 15.7307
C 20.4980 10.3768 16.7222
C 21.8410 10.4533 16.9973
H 23.4077 9.3395 16.2895
H 21.7825 8.2123 14.5998
H 19.3633 8.9808 15.4936
H 19.7059 10.8614 17.2322
H 22.2779 11.0425 17.7521

* charge: 0
* E_tot: -4924.8545 Ha
* energy relative to the best compared isomer or geometry (same formula, charge and spin): 0.2064 eV
* LUMO energy: 0.5 eV
* gap between HOMO and LUMO: 8.62 eV